1.
{
  "formula": "C12H4Cl5O7PdS2",
  "method": "ωB97M-V/def2-TZVPD",
  "species": ["Pd", "Cl", "C", "C", "Cl", "C", "Cl", "C", "O", "C", "Cl", "C", "Cl", "O", "S", "O", "O", "C", "C", "C", "C", "C", "C", "S", "O", "O", "O", "H", "H", "H", "H"],
  "xyz": [[0.131, -1.740, 0.450], [-2.977, 0.182, -5.669], [-1.966, 0.081, -4.273], [-1.827, -1.120, -3.589], [-2.662, -2.530, -4.128], [-1.007, -1.189, -2.476], [-0.801, -2.704, -1.640], [-0.286, -0.086, -1.970], [0.483, -0.144, -0.945], [-0.453, 1.121, -2.697], [0.417, 2.496, -2.128], [-1.267, 1.200, -3.813], [-1.426, 2.698, -4.652], [-1.478, -1.272, 3.647], [-1.603, -0.450, 2.478], [-2.518, 0.661, 2.571], [-1.842, -1.212, 1.200], [0.032, 0.287, 2.182], [-0.007, 1.647, 1.862], [1.148, 2.355, 1.621], [2.383, 1.721, 1.695], [2.447, 0.380, 1.988], [1.284, -0.363, 2.240], [1.691, -2.141, 2.381], [2.336, -2.328, 1.055], [2.541, -2.326, 3.517], [0.423, -2.889, 2.373], [-0.978, 2.118, 1.821], [1.090, 3.407, 1.369], [3.295, 2.273, 1.506], [3.399, -0.132, 2.023]],
  "e_homo_ev": [-5.96, -5.92],
  "charge": -1,
  "homo_lumo_gap_ha": [0.3016, 0.2333],
  "spin_multiplicity": 3
}

---

2.
{
  "formula": "H10O5Tl",
  "method": "ωB97M-V/def2-TZVPD",
  "species": ["Tl", "O", "H", "H", "O", "H", "H", "O", "H", "H", "O", "H", "H", "O", "H", "H"],
  "xyz": [[1.116, 0.359, -0.351], [-1.103, 1.482, -1.800], [-2.051, 1.605, -1.577], [-1.020, 1.767, -2.740], [-0.237, -1.500, -1.917], [-1.217, -1.476, -1.900], [0.003, -2.198, -2.569], [1.110, -2.248, 0.400], [0.660, -2.867, -0.216], [1.277, -2.750, 1.234], [1.070, -0.031, 2.349], [1.932, -0.021, 2.836], [0.365, 0.045, 3.040], [-0.400, 2.313, 0.952], [-0.145, 3.101, 1.497], [-1.359, 2.419, 0.764]],
  "e_homo_ev": -24.37,
  "charge": 3,
  "homo_lumo_gap_ha": 0.1631
}

---

3.
{
  "formula": "C5H29NO10S",
  "method": "ωB97M-V/def2-TZVPD",
  "species": ["C", "C", "S", "C", "N", "C", "C", "O", "H", "H", "H", "H", "H", "H", "H", "H", "H", "H", "H", "H", "H", "O", "H", "H", "O", "H", "H", "O", "H", "H", "O", "H", "H", "O", "H", "H", "O", "H", "H", "O", "H", "H", "O", "H", "H", "O"],
  "xyz": [[-1.244, 1.164, 2.195], [-0.708, 2.414, 2.885], [-0.632, 3.869, 1.757], [-0.282, 0.604, 1.161], [-0.772, -0.668, 0.589], [-0.615, -0.757, -0.870], [-0.287, -2.179, -1.357], [1.082, -2.323, -1.648], [-2.203, 1.393, 1.710], [-1.552, 0.415, 2.942], [-1.348, 2.679, 3.731], [0.296, 2.215, 3.273], [-0.195, 1.347, 0.371], [0.697, 0.467, 1.639], [-0.341, -1.456, 1.056], [0.177, -0.103, -1.250], [-1.565, -0.443, -1.317], [-0.857, -2.370, -2.279], [-0.581, -2.905, -0.584], [0.900, -4.003, 0.934], [0.044, -5.059, 1.711], [0.225, -4.117, 1.671], [2.755, -3.574, 0.162], [1.614, -3.461, -0.928], [2.052, -4.114, -0.215], [1.436, 2.511, -1.529], [0.992, 3.615, -0.541], [0.800, 3.251, -1.416], [1.512, -1.362, -2.898], [0.750, -0.332, -3.781], [1.638, -0.657, -3.613], [-1.433, -3.460, 1.725], [-2.285, -2.211, 1.462], [-2.353, -3.124, 1.765], [-0.895, 3.191, -1.400], [-1.996, 2.528, -0.581], [-1.879, 3.090, -1.357], [2.009, -0.836, 0.681], [2.077, -1.565, -0.696], [2.637, -1.042, -0.021], [2.698, 0.435, -1.062], [2.388, 0.571, -2.501], [2.615, 1.144, -1.737], [-2.070, 5.341, 0.705], [-2.523, 4.569, -0.569], [-2.780, 5.308, 0.024]],
  "e_homo_ev": -0.99,
  "charge": -2,
  "homo_lumo_gap_ha": 0.2174
}